The following is a DFT calculation (the ωB97M-V functional and the def2-TZVPD basis) of a molecular structure, C22H36N6O3PdS in a non-equilibrium geometry.

Values from the calculation:
E_LUMO (alpha / beta) in Eh: 0.02675 / -0.05522
Kohn-Sham gap (alpha / beta) in eV: 8.344 / 5.950
2S+1: 3
Relative energy (zero: lowest compared OMol25 entry of this formula, charge and spin) in kcal per mole: 24.7
Expectation value of S²: 2.02
Total charge: 0

CARTESIAN COORDINATES (ANGSTROEM)
Pd: 0.6090 -0.1267 0.2290
C: -3.2160 -0.4511 0.1540
N: -2.1581 -1.2134 -0.4980
C: -2.4375 -1.3705 -1.9328
C: -1.9793 -2.5247 0.0501
C: -2.9565 -3.4954 -0.1312
C: -2.7265 -4.8244 0.1736
C: -1.4674 -5.1911 0.6248
C: -0.5168 -4.2274 0.8848
C: -0.7712 -2.8537 0.6956
N: 0.1288 -1.8908 1.1722
C: 0.7998 -2.2388 2.3392
C: 0.2568 -3.1041 3.3119
C: 0.9915 -3.5195 4.4032
C: 2.2957 -3.0802 4.5845
C: 2.8088 -2.1481 3.6986
C: 2.0640 -1.6983 2.6196
N: 2.5407 -0.6241 1.7960
C: 3.7761 -0.9591 1.0885
C: 2.6772 0.5914 2.6082
H: -4.2170 -0.8678 -0.0285
H: -3.1858 0.5698 -0.2261
H: -3.0385 -0.4360 1.2295
H: -3.2801 -2.0471 -2.1196
H: -1.5506 -1.7736 -2.4250
H: -2.6724 -0.4027 -2.3595
H: -3.9108 -3.2056 -0.5539
H: -3.5008 -5.5642 0.0203
H: -1.2318 -6.2340 0.7962
H: 0.4496 -4.5323 1.2619
H: -0.7636 -3.4409 3.2041
H: 0.5398 -4.1965 5.1173
H: 2.8877 -3.4277 5.4203
H: 3.7986 -1.7399 3.8652
H: 4.6498 -0.9450 1.7535
H: 3.9338 -0.2528 0.2787
H: 3.6802 -1.9532 0.6557
H: 3.5505 0.5407 3.2721
H: 1.7824 0.7131 3.2169
H: 2.7619 1.4579 1.9603
C: 4.0481 2.1994 -0.5696
S: 2.3220 1.8306 -0.9557
O: 1.5849 2.0971 0.2883
O: 2.0092 2.6991 -2.0670
O: 2.2574 0.3920 -1.3029
H: 4.2069 3.2404 -0.8377
H: 4.6852 1.5553 -1.1716
H: 4.2281 2.0488 0.4908
C: -0.5215 1.8914 -4.1887
N: -1.0413 2.8810 -3.2579
C: -0.5777 4.2308 -3.5831
C: -1.0744 2.5228 -1.9110
N: -0.6238 1.4189 -1.4357
N: -1.7282 3.4304 -1.1057
C: -1.5290 3.4088 0.3283
C: -2.9163 4.1185 -1.5620
H: -0.7088 2.2484 -5.2011
H: -1.0399 0.9420 -4.0581
H: 0.5561 1.7439 -4.0638
H: 0.5083 4.2344 -3.7128
H: -0.8223 4.9194 -2.7804
H: -1.0557 4.5670 -4.5051
H: -0.0453 0.9370 -2.1128
H: -0.6221 2.8596 0.5510
H: -2.3724 2.9454 0.8546
H: -1.4264 4.4367 0.6879
H: -3.1081 3.8751 -2.6034
H: -2.8143 5.2042 -1.4633
H: -3.7808 3.8096 -0.9629

In the Löwdin picture, each atom carries the following charge in e: number 1, Pd, carries 0.94; number 2, C, carries -0.08; number 3, N, carries -0.22; number 4, C, carries -0.09; number 5, C, carries -0.21; number 6, C, carries -0.04; number 7, C, carries -0.08; number 8, C, carries -0.08; number 9, C, carries -0.04; number 10, C, carries -0.21; number 11, N, carries -0.01; number 12, C, carries -0.22; number 13, C, carries -0.03; number 14, C, carries -0.08; number 15, C, carries -0.08; number 16, C, carries -0.03; number 17, C, carries -0.22; number 18, N, carries -0.23; number 19, C, carries -0.06; number 20, C, carries -0.07; number 21, H, carries 0.08; number 22, H, carries 0.07; number 23, H, carries 0.09; number 24, H, carries 0.07; number 25, H, carries 0.10; number 26, H, carries 0.07; number 27, H, carries 0.11; number 28, H, carries 0.10; number 29, H, carries 0.10; number 30, H, carries 0.12; number 31, H, carries 0.12; number 32, H, carries 0.11; number 33, H, carries 0.10; number 34, H, carries 0.11; number 35, H, carries 0.09; number 36, H, carries 0.05; number 37, H, carries 0.10; number 38, H, carries 0.09; number 39, H, carries 0.10; number 40, H, carries 0.05; number 41, C, carries -0.13; number 42, S, carries 0.39; number 43, O, carries -0.42; number 44, O, carries -0.33; number 45, O, carries -0.43; number 46, H, carries 0.06; number 47, H, carries 0.06; number 48, H, carries 0.04; number 49, C, carries -0.07; number 50, N, carries -0.16; number 51, C, carries -0.06; number 52, C, carries -0.45; number 53, N, carries 0.11; number 54, N, carries -0.17; number 55, C, carries -0.06; number 56, C, carries -0.07; number 57, H, carries 0.09; number 58, H, carries 0.08; number 59, H, carries 0.09; number 60, H, carries 0.08; number 61, H, carries 0.08; number 62, H, carries 0.09; number 63, H, carries 0.02; number 64, H, carries 0.05; number 65, H, carries 0.08; number 66, H, carries 0.09; number 67, H, carries 0.08; number 68, H, carries 0.08; number 69, H, carries 0.08